Record 1
The following is a quantum chemistry calculation of C40H38CrN6O6SSe as an isolated structure at a distorted geometry, from the OMol25 dataset.

```
! RIJCOSX wB97M-V def2-TZVPD def2/J DEFGRID3
* xyz -2 5
Cr 0.00 -0.91 -0.18
C 3.19 -2.53 -2.86
C 3.55 -2.79 -1.39
C 4.87 -3.03 -1.02
C 5.21 -3.28 0.28
C 4.27 -3.33 1.30
C 2.95 -3.07 1.01
C 1.85 -3.31 1.98
C 2.58 -2.86 -0.31
N 1.20 -2.63 -0.54
C 0.75 -3.61 -1.37
O 1.33 -4.62 -1.83
C -0.71 -3.36 -1.72
C -1.64 -4.18 -2.31
C -2.93 -3.71 -2.51
C -3.30 -2.38 -2.24
C -2.33 -1.58 -1.70
N -1.10 -2.07 -1.37
C -2.39 -0.07 -1.44
O -3.48 0.39 -1.86
N -1.30 0.45 -0.98
C -1.18 1.86 -0.98
C -0.75 2.48 -2.19
C -0.54 1.69 -3.45
C -0.54 3.85 -2.18
C -0.74 4.63 -1.05
C -1.21 4.02 0.10
C -1.37 2.62 0.20
C -2.00 2.01 1.44
H 4.16 -2.43 -3.42
H 2.51 -1.66 -2.99
H 2.62 -3.42 -3.13
H 5.65 -3.02 -1.79
H 6.25 -3.41 0.54
H 4.62 -3.56 2.32
H 1.37 -4.32 1.75
H 1.11 -2.53 1.92
H 2.22 -3.41 2.94
H -1.46 -5.25 -2.46
H -3.77 -4.36 -2.87
H -4.28 -1.97 -2.44
H -1.40 1.04 -3.73
H 0.28 0.98 -3.43
H -0.35 2.39 -4.29
H -0.10 4.32 -3.08
H -0.59 5.69 -1.08
H -1.49 4.56 0.99
H -1.57 2.35 2.38
H -1.88 0.90 1.37
H -3.12 2.11 1.43
C -7.56 -0.72 3.09
C -6.14 -1.08 2.92
C -5.58 -1.99 3.86
C -4.24 -2.44 3.75
C -3.49 -1.96 2.61
C -4.06 -1.05 1.73
C -5.36 -0.59 1.89
S -1.86 -2.62 2.12
O -1.37 -3.25 3.34
O -2.00 -3.49 1.01
N -1.08 -1.29 1.74
C -0.50 -0.52 2.78
C 0.68 0.34 2.37
O 1.20 1.11 3.20
O 1.04 0.31 1.14
H -8.05 -0.33 2.20
H -7.88 -0.06 3.93
H -8.12 -1.66 3.27
H -6.12 -2.48 4.74
H -3.79 -3.10 4.40
H -3.44 -0.69 0.84
H -5.73 0.05 1.11
H -0.26 -1.16 3.68
H -1.17 0.16 3.31
C 2.94 1.99 -2.63
N 3.79 3.05 -2.04
C 4.72 3.79 -2.66
Se 5.25 3.80 -4.50
N 5.19 4.71 -1.79
C 4.46 4.69 -0.61
C 4.47 5.51 0.49
C 3.54 5.17 1.46
C 2.75 3.99 1.42
C 2.69 3.22 0.28
C 3.53 3.60 -0.74
H 3.27 0.97 -2.45
H 3.10 2.13 -3.72
H 1.89 2.16 -2.33
H 5.86 5.39 -2.21
H 4.98 6.51 0.59
H 3.37 5.91 2.29
H 2.06 3.77 2.25
H 2.00 2.42 0.11
*
```

Calculated values
F_max: 0.08403 hartree/bohr
energy: -167930.6550 eV
highest occupied orbital energy (spin up / spin down): -1.744 / -3.202 eV
frontier orbital gap (spin up / spin down): 5.6 / 7.1 eV



Record 2
The following is a quantum chemistry calculation of one molecule with the formula C4H12N2O at a distorted geometry, from the OMol25 dataset.

```
! RIJCOSX wB97M-V def2-TZVPD def2/J DEFGRID3
* xyz 0 1
N 1.65 1.49 -1.07
C 1.31 1.16 0.32
C 0.29 -0.01 0.63
N 0.82 -0.72 1.82
C -0.33 -0.94 -0.42
C -1.62 -0.45 -1.07
O -2.69 -0.39 -0.14
H 0.86 1.83 -1.60
H 2.01 0.64 -1.48
H 2.19 0.87 0.89
H 0.86 2.09 0.69
H -0.56 0.61 0.97
H 1.01 -1.69 1.61
H 0.13 -0.73 2.56
H -0.48 -1.90 0.08
H 0.39 -1.12 -1.21
H -1.95 -1.24 -1.74
H -1.44 0.53 -1.50
H -2.45 -0.02 0.66
*
```

Calculated values
F_max: 0.05232 hartree/bohr
SMILES: NC[C@H](N)CCO
energy: -9369.2381 eV
highest occupied orbital energy: -9.019 eV
energy above the lowest of the compared OMol25 structures with the same formula, charge and spin: 45.10 kcal per mole
frontier orbital gap: 9.9 eV



Record 3
The following is a quantum chemistry calculation of C32H88O12 as an isolated structure at a distorted geometry, from the OMol25 dataset.

```
! RIJCOSX wB97M-V def2-TZVPD def2/J DEFGRID3
* xyz 0 1
C -1.82 -3.98 1.25
C -2.38 -2.60 1.66
O -2.92 -1.91 0.48
C -3.98 -1.02 0.74
C -4.44 -0.69 -0.68
H -1.81 -4.75 2.02
H -2.51 -4.34 0.48
H -0.80 -3.89 0.88
H -3.19 -2.79 2.36
H -1.63 -1.93 2.06
H -4.82 -1.49 1.23
H -3.54 -0.29 1.42
H -3.55 -0.18 -1.04
H -5.21 0.08 -0.69
H -4.71 -1.52 -1.34
C 2.34 -0.46 -2.47
C 3.67 -0.61 -1.68
O 4.59 -1.28 -2.50
C 5.98 -1.07 -2.33
C 6.72 -1.71 -3.49
H 2.48 0.17 -3.34
H 1.93 -1.39 -2.87
H 1.69 0.10 -1.79
H 4.04 0.39 -1.45
H 3.52 -1.20 -0.77
H 6.12 0.00 -2.20
H 6.33 -1.44 -1.37
H 7.75 -1.35 -3.53
H 6.37 -1.51 -4.51
H 6.86 -2.77 -3.28
C -2.78 -2.38 -2.49
C -1.82 -2.68 -1.40
O -0.57 -2.97 -1.91
C 0.33 -3.38 -0.87
C 1.75 -3.26 -1.40
H -3.69 -2.02 -2.01
H -2.48 -1.58 -3.17
H -2.93 -3.26 -3.11
H -1.72 -1.88 -0.67
H -2.04 -3.52 -0.75
H 0.32 -2.78 0.04
H 0.08 -4.38 -0.53
H 2.12 -2.25 -1.54
H 1.97 -3.93 -2.23
H 2.41 -3.66 -0.63
C 1.08 0.60 -0.56
C -0.37 0.35 -0.35
C -0.57 -0.91 0.58
O -0.83 1.47 0.40
H 1.54 -0.36 -0.77
H 1.65 0.89 0.33
H 1.35 1.30 -1.35
H -0.99 0.21 -1.23
H -0.17 -1.83 0.15
H -1.55 -1.11 1.02
H -0.09 -0.73 1.54
H -0.85 1.15 1.31
C -1.12 3.65 1.03
C -1.41 4.41 2.35
C -2.87 4.20 2.82
O -0.74 3.75 3.41
H -1.11 2.58 1.27
H -0.08 3.82 0.77
H -1.73 3.80 0.14
H -1.11 5.45 2.26
H -3.10 4.74 3.74
H -3.25 3.20 3.05
H -3.60 4.43 2.05
H 0.04 4.25 3.65
C 0.09 -0.85 5.10
C 0.79 -1.25 3.80
O -0.16 -1.48 2.77
H -0.60 -0.02 4.92
H 0.72 -0.49 5.91
H -0.45 -1.65 5.59
H 1.42 -2.10 4.06
H 1.49 -0.46 3.54
H 0.36 -1.47 1.96
C -2.77 0.96 3.22
C -1.83 -0.14 2.94
O -0.56 0.35 2.52
H -2.38 1.50 4.08
H -3.80 0.70 3.48
H -2.78 1.52 2.28
H -2.23 -0.80 2.16
H -1.69 -0.68 3.88
H 0.05 -0.10 3.11
C 3.17 3.45 0.15
C 1.78 2.89 0.00
O 1.32 2.47 1.25
H 3.79 2.57 0.38
H 3.21 4.18 0.96
H 3.52 3.83 -0.81
H 1.77 2.06 -0.71
H 1.17 3.71 -0.36
H 0.38 2.27 1.25
C 0.42 -1.05 -2.51
C -0.74 -0.24 -3.11
O -0.16 0.35 -4.29
H 1.23 -0.37 -2.25
H 0.81 -1.77 -3.23
H 0.20 -1.57 -1.58
H -1.27 0.45 -2.45
H -1.58 -0.81 -3.49
H -0.11 1.29 -4.14
C 1.98 1.87 -3.17
C 0.82 2.41 -4.00
O -0.30 2.27 -3.17
H 2.98 1.95 -3.59
H 1.76 0.81 -3.03
H 2.05 2.32 -2.18
H 0.66 1.73 -4.84
H 0.88 3.42 -4.41
H -0.61 3.16 -3.00
C 3.25 -0.96 1.33
C 1.92 -1.69 1.04
O 1.47 -2.33 2.20
H 3.21 -0.15 2.07
H 3.60 -0.44 0.44
H 4.09 -1.61 1.57
H 2.12 -2.46 0.29
H 1.23 -0.97 0.61
H 1.83 -3.21 2.12
C -4.56 1.74 0.19
C -3.02 2.07 0.29
O -2.36 1.27 -0.66
H -5.16 2.28 0.93
H -4.66 0.67 0.38
H -5.02 1.96 -0.77
H -2.58 1.94 1.28
H -2.87 3.14 0.10
H -1.45 1.59 -0.62
*
```

Calculated values
F_max: 0.28619 hartree/bohr
energy: -59124.5050 eV
highest occupied orbital energy: -6.119 eV
energy above the lowest of the compared OMol25 structures with the same formula, charge and spin: 1309.53 kcal per mole
frontier orbital gap: 6.4 eV



Record 4
The following is a quantum chemistry calculation of CH3N2S as an isolated structure at a distorted geometry, from the OMol25 dataset.

```
! RIJCOSX wB97M-V def2-TZVPD def2/J DEFGRID3
* xyz 1 1
C 0.07 -0.66 0.01
N -1.02 -1.14 -0.02
N 0.73 0.53 0.00
S 2.49 -0.37 -0.01
H -1.40 -2.13 0.16
H 0.59 1.03 -0.79
H 0.41 1.03 0.76
*
```

Calculated values
F_max: 0.07921 hartree/bohr
energy: -14889.2179 eV
highest occupied orbital energy: -14.709 eV
energy above the lowest of the compared OMol25 structures with the same formula, charge and spin: 58.03 kcal per mole
frontier orbital gap: 8.0 eV



Record 5
The following is a quantum chemistry calculation of an isolated ion of composition C5H7IN and charge +1 at a distorted geometry, from the OMol25 dataset.

```
! RIJCOSX wB97M-V def2-TZVPD def2/J DEFGRID3
* xyz 1 1
C -1.04 1.95 -0.09
C 0.79 -0.64 0.99
C 0.99 -0.97 -0.55
C -2.06 -0.10 -0.80
C -0.14 -0.27 0.06
N -1.01 0.73 -0.32
I -3.92 -0.18 0.12
H -0.27 2.57 0.41
H -1.92 2.36 -0.51
H 0.47 -1.57 1.56
H 1.42 0.01 1.57
H 1.48 -0.44 -1.38
H 0.98 -2.06 -0.70
H -1.90 -0.62 -1.73
*
```

Calculated values
F_max: 0.09474 hartree/bohr
energy: -14876.4706 eV
highest occupied orbital energy (spin up / spin down): -12.577 / -12.603 eV
energy above the lowest of the compared OMol25 structures with the same formula, charge and spin: 102.27 kcal per mole
frontier orbital gap (spin up / spin down): 7.6 / 7.6 eV